82
Properties=species:S:1:pos:R:3:forces:R:3:lowdin_spin:R:1 method="wB97M-V/def2-TZVPD" gap_ev="3.4 / 5.5" multiplicity=3 charge=-2 molar_mass_g_mol=778.404 e_lumo_ev="4.538 / 4.524" e_above_lowest_kj_mol=113.1
H -4.67473 2.14597 -2.09531 -0.1 0.0 0.0 0.000
C -2.45182 -5.31726 -1.94140 0.0 0.1 0.0 0.042
C 1.37308 -1.14073 -6.14132 0.2 -0.2 -0.8 0.193
H 0.89299 -4.78550 -1.99960 0.0 0.0 0.0 0.004
C 3.32868 -2.07090 -1.13618 -0.3 0.0 -0.3 0.006
H -1.47329 8.27988 0.47133 0.1 0.1 0.0 0.000
H 1.69472 -3.61744 -3.86193 0.0 -0.2 0.0 0.015
H 2.71088 -3.66395 2.32217 0.0 0.0 0.1 0.000
H -3.70433 7.08358 1.51884 -0.2 0.0 0.1 0.000
C -0.49434 -1.59631 3.77263 0.3 0.2 -0.4 -0.012
C 0.94552 -0.10887 -5.29651 -0.2 0.3 0.4 0.064
N -0.10878 2.50973 2.77119 0.6 0.1 0.3 0.009
N -1.19066 2.97493 2.11704 -0.2 0.0 0.1 0.016
C -0.20707 -2.17866 4.98053 0.1 -0.1 0.3 0.000
N -2.06266 2.81892 -0.28227 -0.6 0.5 -0.3 0.004
N -1.63494 1.74963 -0.96555 0.2 -0.5 -0.2 0.003
C -2.28705 2.87170 2.89098 -0.1 -0.1 0.3 0.001
H 3.47990 -1.62038 -2.10999 0.0 0.0 0.0 0.003
C 2.11016 -1.62019 4.71870 0.1 -0.1 0.3 0.001
C -3.72094 2.20654 -1.60323 0.0 -0.1 -0.1 0.000
C 4.39148 -2.30127 -0.28621 0.3 -0.1 0.2 0.001
C -0.58838 -3.26619 -1.60523 0.1 0.1 -0.2 0.038
H -2.53097 2.06552 4.92424 -0.2 0.0 0.1 0.000
H -2.49025 0.50335 -2.39086 0.0 -0.1 0.0 0.000
C 1.35886 3.77189 -0.36662 0.1 -0.1 0.0 0.007
C 4.17078 -2.88511 0.95375 -0.1 0.0 0.0 0.000
H 2.63528 -0.52763 2.95557 0.0 0.0 -0.1 -0.001
V -0.66135 0.30042 0.68257 -1.5 -1.3 -1.9 1.130
B -1.08351 3.51455 0.68409 0.0 -0.2 0.2 0.004
H 0.16633 1.68696 4.65981 0.1 -0.1 0.0 0.000
N 0.19812 -0.42127 1.85426 0.9 0.1 -0.4 -0.102
H -0.75759 -6.58666 -2.30278 0.0 0.0 0.0 -0.001
C -1.90757 2.31840 4.09109 -0.2 0.1 -0.1 0.000
H 5.39608 -2.02513 -0.58774 0.0 0.0 0.0 0.000
O 0.04527 -0.61507 -1.12068 -0.8 1.2 1.2 0.031
C 1.84502 1.64085 -0.21036 0.1 0.1 -0.1 0.010
H -3.17894 -6.10966 -2.07996 0.0 0.0 0.0 0.004
C -3.32643 3.11270 -0.64360 -0.1 -0.1 0.0 0.000
C 1.81656 -2.97378 0.50938 -0.1 -0.1 -0.3 0.002
N -2.64861 5.31860 1.21132 -0.6 -0.3 0.3 0.000
C 2.88144 -3.21994 1.35220 0.3 -0.1 0.1 0.001
C 1.05969 -1.59918 -3.39672 -0.6 -0.2 1.9 0.165
H 3.31964 3.06338 -1.07413 0.1 0.0 -0.1 0.000
C 1.09661 -2.19726 5.47064 0.1 -0.1 0.1 -0.013
H -3.24453 3.20205 2.54472 -0.2 -0.1 -0.1 0.000
C 2.04038 -2.42970 -0.75285 -0.4 0.3 0.2 0.015
C -2.61722 1.36317 -1.75533 -0.1 0.3 -0.2 0.001
H 3.13298 -1.65552 5.07633 0.0 0.1 0.1 0.000
H -2.27557 -2.01861 -1.14703 -0.1 0.0 0.0 -0.001
Se -2.81796 -0.27983 1.22730 -0.3 0.0 0.1 -0.070
C 2.36198 2.86634 -0.63312 0.0 0.1 0.0 0.002
N 0.32078 3.11189 0.18010 0.3 0.7 -0.1 0.003
C -2.87319 -4.02684 -1.61548 -0.1 -0.3 -0.1 0.010
H 0.75514 0.87266 -5.71300 -0.1 0.1 0.1 0.001
H 1.34827 4.82337 -0.55989 -0.1 0.1 0.0 0.001
C -1.65460 7.23344 0.63801 0.1 0.0 0.0 0.000
C 1.84150 -1.00485 3.51507 -0.4 0.2 -0.4 -0.013
C -0.81572 6.17274 0.37113 0.2 0.2 -0.1 0.000
H -1.49604 -1.57124 3.36417 -0.1 0.1 0.0 -0.001
H 0.42088 0.44715 -3.29995 0.0 0.1 0.0 0.004
C -0.53127 2.10472 3.95460 0.0 0.3 -0.2 0.002
C 0.76655 -0.33946 -3.95815 -0.1 0.7 -0.2 0.087
H -3.92474 -3.81934 -1.47172 -0.1 0.0 0.0 0.000
H -1.00651 -2.63394 5.55215 0.0 0.0 0.1 0.000
C -0.16753 -4.56851 -1.92415 0.2 0.5 0.2 0.034
H 2.29079 0.66146 -0.23833 -0.1 -0.1 0.0 0.001
H 0.17538 6.20246 -0.02953 0.1 -0.1 -0.1 0.000
C 1.48039 -2.63621 -4.25958 0.3 -0.7 -0.2 0.129
H 1.94057 -3.20262 -6.25899 0.1 -0.1 0.0 -0.003
H -3.86103 3.91897 -0.18423 0.0 0.2 0.0 0.000
C -1.09243 -5.57837 -2.07880 -0.3 -0.4 -0.1 0.003
H 0.79936 -3.20700 0.80104 0.0 0.0 0.1 0.000
H 1.49170 -0.96631 -7.20049 0.0 0.0 -0.1 0.018
C -1.95856 -3.00974 -1.45306 0.4 0.2 0.1 0.025
C 1.62561 -2.40034 -5.60254 0.1 -0.1 -0.1 0.032
C 0.52413 -0.98081 3.00145 0.4 -1.1 2.2 -0.009
N -1.43891 5.03055 0.72120 0.4 0.4 -0.2 0.000
H 5.00665 -3.07562 1.61305 0.0 0.0 0.1 0.000
C -2.79630 6.62674 1.16965 0.2 0.1 -0.1 0.000
P 0.56968 -1.88220 -1.69380 1.0 -0.8 -1.9 0.098
N 0.62599 1.81442 0.25870 0.7 0.5 -0.1 0.005
H 1.32052 -2.65421 6.42723 0.0 0.0 0.0 -0.001



80
Properties=species:S:1:pos:R:3:forces:R:3:lowdin_spin:R:1 method="wB97M-V/def2-TZVPD" gap_ev="7.3 / 7.4" multiplicity=2 charge=+2 molar_mass_g_mol=747.443 e_lumo_ev="-6.187 / -6.007" e_above_lowest_kj_mol=124.1
H 2.87717 -1.76258 -2.03058 0.0 0.0 0.0 0.000
H 6.15237 1.33021 1.55462 0.0 0.0 0.0 0.000
C -1.71015 -2.17833 1.91230 0.0 0.0 0.0 -0.001
C -0.06143 -2.56686 -3.20365 0.0 0.0 0.0 0.000
C -2.96632 -2.06578 -0.94531 0.0 -0.1 0.0 0.001
H -0.90643 2.49015 1.18436 -0.1 0.1 0.0 0.001
H -2.76132 -2.26797 1.66730 0.0 0.0 0.0 0.000
C 1.71174 4.20458 0.45085 0.0 0.0 0.0 0.000
H -6.78608 -2.56959 -0.91563 0.0 0.0 0.0 0.000
C 0.60189 -1.92169 1.23151 0.0 -0.1 0.0 0.001
C -1.29952 -2.32751 3.22683 0.0 0.0 0.0 0.001
H 0.36889 -2.44322 4.56766 0.0 0.0 0.0 0.000
C 0.12400 -4.15396 -1.38328 0.0 0.0 0.0 0.000
C 4.73247 -0.93619 -0.53056 0.0 0.0 0.0 0.000
F -2.51290 3.82793 -2.78168 -0.1 0.0 0.2 0.000
P -2.91179 3.73672 -1.27872 0.3 -0.3 0.0 0.000
C 0.60813 -3.44776 -4.03794 0.0 0.0 0.0 0.000
H -0.40094 -1.61065 -3.58681 0.0 0.0 0.0 0.000
C 1.68219 5.70242 -1.42938 0.0 0.0 0.0 0.000
H -2.87372 -3.95396 -1.96414 0.0 0.0 0.0 0.000
C 0.89119 1.50936 1.88919 -0.1 0.0 -0.1 0.001
N 2.48628 -1.05621 -1.42287 0.0 0.0 0.0 0.002
C 1.00067 -2.09859 2.54748 0.0 0.0 0.0 0.002
C 1.52311 3.12693 -0.41258 0.0 0.0 0.0 -0.001
C -1.09396 1.93851 3.24509 0.0 0.0 0.0 0.000
C -0.30360 -2.92293 -1.87599 0.0 0.1 0.0 0.002
F -3.86756 4.89187 -1.05100 0.0 0.0 0.0 0.000
H 1.74464 6.70718 -1.82509 0.0 0.0 0.0 0.000
H -5.32511 -4.27129 -1.95421 0.0 0.0 0.0 0.000
C 0.05406 -2.29774 3.54255 0.0 0.0 0.0 -0.002
C -3.51855 -3.20846 -1.51613 0.0 0.0 0.0 -0.001
C 5.39224 0.83605 0.96664 0.0 0.0 0.0 0.000
C 5.68809 -0.32593 0.25615 0.0 0.0 0.0 0.000
C 1.49521 4.63078 -2.29233 0.0 0.0 0.0 0.000
H 2.57853 0.71116 2.94637 0.0 0.0 0.0 0.000
C -0.44566 1.93959 2.01151 0.0 0.0 -0.1 0.004
C -0.76164 -1.98415 0.89924 0.0 0.0 0.0 0.003
H 1.44515 0.75771 5.13633 0.0 0.0 0.0 0.000
F -3.92125 2.56823 -1.66103 0.2 0.2 0.1 0.000
C 0.80054 -5.02500 -2.22320 0.0 0.0 0.0 0.000
H 1.80011 4.04766 1.51953 0.0 0.0 0.0 0.000
C 0.91062 1.07720 4.25082 0.0 0.0 0.0 -0.002
H -5.81118 -0.53503 0.08441 0.0 0.0 0.0 0.000
C 3.12046 0.71806 0.13751 0.0 0.0 0.1 0.000
H -3.56791 0.24761 1.12232 0.0 0.0 0.0 0.002
F -1.31861 1.49134 -1.43354 -0.1 0.3 -0.3 -0.012
C -0.40991 1.49751 4.36615 0.0 0.0 0.0 0.001
C 1.55717 1.06095 3.02153 0.0 0.0 0.0 0.002
C -5.16753 -1.28550 -0.35892 0.0 0.0 0.0 0.000
C 3.43959 -0.41536 -0.62251 0.0 0.0 0.0 0.000
H 6.68495 -0.74422 0.29795 0.0 0.0 0.0 0.000
H 1.33852 -1.80028 0.44211 0.0 0.0 0.0 0.001
N -3.19737 0.10757 0.18311 0.0 0.1 0.1 0.008
H -3.55126 0.90276 -0.35247 0.0 0.0 0.0 0.001
P -1.19938 -1.75772 -0.85468 0.0 -0.1 0.0 0.011
C -4.89365 -3.38581 -1.50860 0.0 0.0 0.0 0.000
H 1.56635 -5.35804 -4.19662 0.0 0.0 0.0 0.000
C -3.79622 -1.10408 -0.38291 -0.1 0.0 0.0 0.002
H -0.89249 1.50467 5.33395 0.0 0.0 0.0 0.000
Ti -0.97906 0.52192 -0.00713 0.4 -0.3 0.2 0.965
F -1.52307 4.36436 -0.90235 -0.1 0.0 -0.1 0.000
C 1.78720 5.49060 -0.06146 0.0 0.0 0.0 0.000
H 1.93411 6.32767 0.60759 0.0 0.0 0.0 0.000
H 0.79063 -3.18141 -5.07022 0.0 0.0 0.0 0.000
H -0.06535 -4.43115 -0.35350 0.0 0.0 0.0 0.000
H -2.03425 -2.49973 4.00201 0.0 0.0 0.0 0.000
H 1.41026 4.79921 -3.35729 0.0 0.0 0.0 0.000
H 1.13541 -5.98241 -1.84776 0.0 0.0 0.0 0.000
C 4.11666 1.35187 0.89598 0.0 0.0 0.0 0.000
C 1.40633 3.34515 -1.78568 0.0 0.0 0.0 0.000
C 1.04136 -4.67243 -3.54501 0.0 0.0 0.0 0.000
H -2.10382 2.31924 3.32997 0.0 0.0 0.0 0.000
H 4.98909 -1.81651 -1.10771 0.0 0.0 0.0 0.000
C -5.71379 -2.43006 -0.92522 0.0 0.0 0.0 -0.001
P 1.46721 1.41447 0.16405 -0.1 0.0 0.0 0.002
H 1.88256 -0.44006 -1.94736 0.0 0.0 0.0 0.001
H 2.05521 -2.09189 2.79034 0.0 0.0 0.0 0.000
H 3.87644 2.26332 1.43177 0.0 0.0 0.0 0.000
F -2.86011 3.05325 0.18705 -0.2 0.1 -0.2 0.003
H 1.24415 2.51230 -2.46105 0.0 0.0 0.0 0.000